## one
F2H4SSi2 | the ωB97M-V functional and the def2-TZVPD basis

Element x y z (Å)
1 S 0.39 -1.39 -0.08
2 Si 0.54 -0.16 1.62
3 Si -0.63 0.00 -1.60
4 F -0.08 -0.58 -3.00
5 F -0.18 1.26 1.26
6 H -2.10 0.44 -1.56
7 H 2.02 0.12 2.08
8 H 0.40 1.03 -1.30
9 H -0.37 -0.72 2.59

Calculated values
Molecular weight (Da): 130.3
Frontier orbital gap (eV): 9.82
SMILES string: F[SiH2]S[SiH2]F
HOMO (eV): -9.6440
Net charge: 0

## two
F2H4SSi2 | the ωB97M-V functional and the def2-TZVPD basis

Element x y z (Å)
1 S 1.75 -2.45 -0.66
2 Si 0.99 -1.82 1.02
3 Si -0.09 1.84 -0.96
4 F -1.05 2.82 -0.26
5 F 0.43 0.99 0.33
6 H 1.80 -1.53 2.25
7 H -0.42 -1.32 1.36
8 H -1.03 1.34 -1.92
9 H 1.19 2.48 -1.45

Calculated values
Molecular weight (Da): 130.3
Frontier orbital gap (eV): 8.78
SMILES string: F[SiH2]F.[SiH2]=S
HOMO (eV): -9.3058
Net charge: 0

Energy ordering: one at the bottom, the next structure 1.108 eV above.

## one
C14H14AsCl3F6GeIN2O9P2Sr | the ωB97M-V functional and the def2-TZVPD basis

Element x y z (Å)
1 I 1.66 0.02 1.53
2 Sr 0.56 0.25 -1.83
3 As 3.55 0.00 -4.90
4 Ge 1.52 -3.13 -3.47
5 Cl 1.64 -2.89 -5.60
6 Cl 0.75 -5.10 -2.96
7 Cl 3.63 -3.56 -3.09
8 P 0.07 1.56 -4.44
9 P -0.77 -1.10 -3.98
10 F 1.59 -2.06 -2.01
11 F 2.41 1.49 -2.48
12 F 4.40 1.47 -5.04
13 F 4.63 -1.05 -5.71
14 F 2.64 0.28 -6.39
15 F 4.27 -0.38 -3.34
16 O 1.47 2.15 -4.85
17 O -1.29 -1.22 -5.44
18 O -0.87 1.37 -5.57
19 O -1.62 -0.41 -2.98
20 O -0.77 1.48 0.08
21 O -0.30 2.13 -3.11
22 O -0.30 -2.46 -3.45
23 O 0.59 -0.17 -4.10
24 O -4.20 0.56 4.54
25 N -1.23 -1.65 1.94
26 N -1.61 3.48 2.88
27 C 1.79 -1.44 4.13
28 C -1.15 3.15 1.68
29 C -2.21 1.15 3.31
30 C -2.84 0.22 4.31
31 C 0.10 -2.78 5.18
32 C -2.14 2.53 3.64
33 C -1.24 1.80 1.19
34 C 0.92 -1.18 3.07
35 C -1.75 0.78 2.07
36 C -0.47 4.18 0.85
37 C -0.36 -1.72 3.05
38 C 1.38 -2.23 5.19
39 C -1.78 -0.60 1.51
40 C -0.74 -2.55 4.11
41 H -2.34 0.32 5.27
42 H -4.65 0.61 3.69
43 H -2.73 -0.82 3.99
44 H -0.40 3.87 -0.19
45 H 2.78 -1.02 4.12
46 H -0.22 -3.42 5.99
47 H -2.56 2.85 4.59
48 H -2.35 -0.70 0.58
49 H 1.98 2.20 -3.99
50 H -1.72 -3.01 4.07
51 H -1.34 -0.27 -5.77
52 H 0.55 4.33 1.23
53 H 2.06 -2.43 6.01
54 H -0.99 5.13 0.93

Calculated values
Molecular weight (Da): 998.6
Frontier orbital gap (spin up / spin down) (eV): 5.79 / 8.09
HOMO (spin up / spin down) (eV): -7.1369 / -7.5779
Net charge: -1

## two
C14H14AsCl3F6GeIN2O9P2Sr | the ωB97M-V functional and the def2-TZVPD basis

Element x y z (Å)
1 I 1.22 2.17 1.42
2 Sr -1.17 0.79 -0.54
3 As -2.39 -1.92 -1.71
4 Ge -4.03 0.44 0.19
5 Cl -2.54 1.14 1.63
6 Cl -4.47 -1.33 1.29
7 Cl -6.04 0.81 -0.46
8 P -3.18 1.34 -2.81
9 P -3.44 3.49 -1.07
10 F -1.73 -1.38 -0.07
11 F -4.17 -1.57 -1.76
12 F -0.96 -2.91 -1.78
13 F -3.00 -3.30 -0.83
14 F -1.08 -0.68 -2.35
15 F -2.61 -2.28 -3.37
16 O -2.14 2.82 -0.79
17 O 4.96 -2.92 1.15
18 O -4.10 0.43 -3.67
19 O -4.32 3.08 0.24
20 O -1.98 1.85 -3.45
21 O 1.07 0.07 -0.75
22 O -4.13 2.45 -2.20
23 O -2.98 0.35 -1.41
24 O -3.66 4.89 -1.44
25 N 1.59 -1.08 1.70
26 N 4.07 -0.21 -2.66
27 C 0.21 1.33 4.14
28 C 2.85 0.10 -2.31
29 C 0.05 -0.89 5.03
30 C -0.18 0.48 5.16
31 C 5.44 -1.75 0.49
32 C 1.07 -0.55 2.86
33 C 2.27 -0.26 -1.04
34 C 4.48 -1.15 -0.50
35 C 1.99 0.86 -3.27
36 C 4.87 -0.86 -1.78
37 C 0.66 -1.39 3.90
38 C 0.82 0.83 3.00
39 C 3.16 -0.84 -0.10
40 C 2.76 -0.77 1.30
41 H 5.86 -1.13 -2.13
42 H 6.36 -2.05 -0.03
43 H -0.27 -1.56 5.81
44 H -0.66 0.88 6.04
45 H 0.04 2.40 4.22
46 H -4.62 -0.23 -3.17
47 H 5.72 -0.99 1.23
48 H 1.62 1.78 -2.80
49 H 3.47 -0.28 1.99
50 H 2.56 1.11 -4.16
51 H -5.24 3.38 0.16
52 H 1.10 0.29 -3.54
53 H 4.01 -2.83 1.26
54 H 0.82 -2.45 3.78

Calculated values
Molecular weight (Da): 998.6
Frontier orbital gap (eV): 5.03
HOMO (eV): -4.8807
Net charge: -1

Energy ordering: one at the bottom, the next structure 2.557 eV above.

## one
C3H6N2O | the ωB97M-V functional and the def2-TZVPD basis

Element x y z (Å)
1 O 0.09 -1.50 0.22
2 N 0.44 0.15 -1.28
3 N 1.55 0.02 -0.69
4 C 1.45 -1.08 0.23
5 C -0.48 -0.68 -0.73
6 C -1.23 1.58 0.55
7 H -0.64 2.43 0.26
8 H -1.43 1.15 1.44
9 H 2.06 -1.91 0.01
10 H 1.74 -1.06 1.24
11 H -1.52 -0.63 -0.99
12 H -2.03 1.52 -0.28

Calculated values
2S+1: 3
Molecular weight (Da): 86.1
<S²>: 2.0214
Frontier orbital gap (spin up / spin down) (eV): 8.46 / 9.17
HOMO (spin up / spin down) (eV): -7.5436 / -9.9316
Net charge: 0

## two
C3H6N2O | the ωB97M-V functional and the def2-TZVPD basis

Element x y z (Å)
1 O -0.53 3.45 0.97
2 N -0.23 1.60 -0.34
3 N -0.26 3.19 -0.12
4 C 0.74 0.85 -0.99
5 C 0.26 0.42 0.36
6 C -0.80 -0.61 0.45
7 H 1.70 1.18 -1.24
8 H -0.39 -1.61 0.21
9 H 0.36 0.29 -1.87
10 H 0.99 0.56 1.12
11 H -1.12 -0.45 1.51
12 H -1.60 -0.32 -0.23

Calculated values
2S+1: 3
Molecular weight (Da): 86.1
<S²>: 2.0150
Frontier orbital gap (spin up / spin down) (eV): 8.34 / 7.99
HOMO (spin up / spin down) (eV): -7.2173 / -9.5934
Net charge: 0

## three
C3H6N2O | the ωB97M-V functional and the def2-TZVPD basis

Element x y z (Å)
1 O -0.74 0.18 -1.96
2 N -0.32 0.38 0.24
3 N -1.40 0.02 1.40
4 C 1.32 -0.28 -0.65
5 C 1.02 0.43 0.48
6 C -0.10 -0.41 -0.92
7 H 1.58 0.89 1.27
8 H -1.02 -0.84 1.73
9 H -0.88 1.01 -1.58
10 H -1.14 0.73 2.14
11 H 2.16 -0.61 -1.25
12 H -0.47 -1.50 -0.90

Calculated values
2S+1: 3
Molecular weight (Da): 86.1
<S²>: 2.0076
Frontier orbital gap (spin up / spin down) (eV): 6.34 / 8.97
HOMO (spin up / spin down) (eV): -5.2437 / -10.4851
Net charge: 0

Energy ordering: one at the bottom, the next structure 0.690 eV above.

## one
C39H47N7O2Pt | the ωB97M-V functional and the def2-TZVPD basis

Element x y z (Å)
1 Pt -0.20 -0.74 0.05
2 O -0.38 -3.09 -0.95
3 O -3.15 -2.35 1.14
4 N 2.05 -1.05 0.04
5 N -2.43 -0.65 -0.30
6 N -4.48 -0.02 -1.10
7 N -2.56 1.20 -1.69
8 N -0.10 -4.14 -0.30
9 N -0.07 1.64 -0.10
10 N 0.34 -1.72 2.11
11 C 4.09 -3.86 -3.03
12 C -3.12 0.18 -1.05
13 C 1.89 -3.22 -3.75
14 C -0.98 -4.67 0.59
15 C 1.03 0.74 -4.76
16 C 4.09 -2.79 -2.14
17 C 0.79 -2.66 4.13
18 C -0.27 2.29 1.21
19 C 0.94 3.12 -3.96
20 C 0.68 2.33 3.58
21 C 0.57 -6.42 1.15
22 C -5.40 1.09 -1.22
23 C 0.77 4.03 -2.91
24 C 2.52 -1.53 1.13
25 C -0.66 -5.81 1.31
26 C 0.57 3.86 3.63
27 C -0.37 3.83 1.31
28 C -4.75 -1.06 -0.12
29 C 1.69 -1.90 2.23
30 C 0.80 1.76 -3.67
31 C -0.61 1.72 4.13
32 C 2.99 -4.07 -3.84
33 C 1.48 -5.83 0.29
34 C 0.91 5.51 -3.18
35 C -3.36 -1.46 0.35
36 C 0.28 2.22 -1.27
37 C 0.49 1.34 -2.40
38 C -0.61 4.30 2.76
39 C 3.00 -1.93 -2.04
40 C 3.00 -0.80 -1.04
41 C -1.57 1.72 1.83
42 C -1.80 2.18 3.27
43 C -1.90 3.70 3.31
44 C 0.46 3.61 -1.63
45 C 1.90 -2.16 -2.85
46 C -0.20 -2.18 3.24
47 C 2.01 -2.48 3.47
48 C 1.14 -4.69 -0.41
49 C 0.90 1.87 2.13
50 H 0.57 4.28 0.99
51 H -0.54 0.63 4.12
52 H -2.07 4.05 4.34
53 H 1.01 -3.39 -4.36
54 H 1.19 3.46 -4.96
55 H 0.99 0.79 2.09
56 H 2.72 0.13 -1.53
57 H -5.32 -0.67 0.73
58 H -1.50 0.64 1.79
59 H 3.00 -2.72 3.83
60 H -0.67 5.39 2.77
61 H -2.75 4.04 2.70
62 H 1.95 0.18 -4.59
63 H 1.50 4.31 3.26
64 H 0.34 4.39 -0.90
65 H -1.27 -2.17 3.38
66 H 1.67 5.96 -2.53
67 H 2.47 -6.24 0.15
68 H -1.89 -4.10 0.71
69 H -5.50 1.64 -0.27
70 H 1.02 -1.54 -2.74
71 H -6.38 0.72 -1.51
72 H 1.80 -4.17 -1.09
73 H -5.07 1.79 -1.98
74 H 4.95 -4.51 -3.09
75 H -2.72 1.74 3.65
76 H -5.29 -1.91 -0.54
77 H 3.60 -1.68 1.25
78 H 0.39 0.29 -2.18
79 H 0.43 4.20 4.66
80 H 0.22 0.01 -4.80
81 H 1.11 1.22 -5.74
82 H 0.82 -7.31 1.71
83 H -0.76 2.04 5.17
84 H -3.00 1.51 -2.55
85 H -1.39 -6.19 2.00
86 H 1.83 2.31 1.73
87 H -2.41 2.03 1.19
88 H -1.54 1.23 -1.67
89 H 4.95 -2.62 -1.50
90 H 4.02 -0.68 -0.64
91 H 0.63 -3.08 5.11
92 H -1.18 4.20 0.67
93 H 2.98 -4.90 -4.54
94 H 1.19 5.71 -4.21
95 H 1.53 1.99 4.20
96 H -0.03 6.04 -2.98

Calculated values
2S+1: 2
Molecular weight (Da): 840.9
<S²>: 0.7563
Frontier orbital gap (spin up / spin down) (eV): 5.11 / 5.26
HOMO (spin up / spin down) (eV): -2.7983 / -2.9487
Net charge: -1

## two
C39H47N7O2Pt | the ωB97M-V functional and the def2-TZVPD basis

Element x y z (Å)
1 Pt 0.46 0.22 -0.63
2 O 1.24 -1.17 -3.06
3 O 1.18 0.52 1.88
4 N 0.43 -4.28 -1.60
5 N -1.85 0.53 -0.73
6 N -0.12 -3.61 0.65
7 N 0.38 -2.05 -1.12
8 N 2.87 0.33 -0.75
9 N 2.11 1.37 2.18
10 N 0.92 2.33 -0.75
11 C 0.19 -3.28 -0.65
12 C -3.94 -1.10 2.67
13 C 1.00 -5.54 -1.20
14 C -1.67 1.13 -4.29
15 C 5.25 -2.63 2.14
16 C -2.33 0.78 -1.94
17 C -3.98 1.38 2.94
18 C 0.89 -2.12 -2.37
19 C 5.19 -1.84 1.00
20 C -4.04 0.38 0.64
21 C 4.35 1.81 2.90
22 C 4.14 3.19 2.80
23 C -3.01 1.24 -4.66
24 C 3.97 -1.52 0.43
25 C -1.89 0.10 3.44
26 C 1.02 -3.61 -2.75
27 C 2.81 -2.01 1.01
28 C 3.90 -0.67 -0.81
29 C -5.45 1.22 -4.08
30 C 3.20 1.56 -0.85
31 C 2.87 -2.80 2.14
32 C -4.00 1.13 -3.70
33 C 1.17 4.56 -0.90
34 C 4.09 -3.12 2.71
35 C -2.45 1.41 2.88
36 C -3.67 0.92 -2.37
37 C -1.35 0.90 -2.97
38 C -1.96 -0.89 1.17
39 C -2.42 -1.07 2.61
40 C 2.44 4.00 -0.93
41 C -2.50 0.42 0.55
42 C 2.87 3.62 2.41
43 C -0.57 1.25 -5.30
44 C 2.26 2.61 -0.84
45 C 1.89 2.71 2.12
46 C -4.49 0.21 2.09
47 C 0.27 3.49 -0.79
48 C 3.34 0.94 2.59
49 C -2.01 1.58 1.43
50 H -4.32 1.27 3.97
51 H 0.49 -5.91 -0.32
52 H 0.90 3.01 1.81
53 H 1.86 -1.71 0.58
54 H 2.08 -3.86 -2.87
55 H -3.28 1.40 -5.70
56 H -0.03 2.19 -5.15
57 H -0.80 -4.35 0.75
58 H -0.80 3.53 -0.73
59 H -4.28 -1.22 3.70
60 H -4.45 1.32 0.27
61 H -5.96 2.00 -3.51
62 H -4.43 -0.44 0.04
63 H -0.92 1.60 1.36
64 H 6.11 -1.46 0.57
65 H 4.14 -3.73 3.60
66 H 5.30 1.41 3.22
67 H 0.92 5.60 -0.96
68 H -2.29 -1.72 0.54
69 H 2.07 -5.44 -0.96
70 H 1.96 -3.18 2.58
71 H -0.35 -2.78 1.18
72 H -2.18 -0.02 4.49
73 H 3.69 -1.32 -1.67
74 H -0.96 1.24 -6.32
75 H -2.08 2.25 3.48
76 H 6.21 -2.86 2.58
77 H 4.89 -0.20 -0.99
78 H 3.39 4.51 -1.00
79 H 2.65 4.67 2.33
80 H -0.80 0.12 3.37
81 H -2.40 2.52 1.03
82 H 4.26 1.85 -0.94
83 H -0.31 0.80 -2.68
84 H 0.14 0.44 -5.18
85 H -4.38 2.32 2.55
86 H 0.49 -3.86 -3.67
87 H -2.02 -2.01 3.01
88 H 4.94 3.89 3.01
89 H 3.46 -0.13 2.65
90 H -5.96 0.27 -3.87
91 H -5.57 1.43 -5.14
92 H -4.49 0.85 -1.68
93 H -5.59 0.19 2.12
94 H -0.87 -0.80 1.13
95 H -4.32 -1.95 2.10
96 H 0.88 -6.26 -2.01

Calculated values
2S+1: 2
Molecular weight (Da): 840.9
<S²>: 0.7555
Frontier orbital gap (spin up / spin down) (eV): 4.30 / 4.64
HOMO (spin up / spin down) (eV): -2.1319 / -2.4753
Net charge: -1

Energy ordering: one at the bottom, the next structure 0.740 eV above.